No. 1
Entry from OMol25: 2 unconnected molecules or ions with the total composition C2H8N2O (ωB97M-V/def2-TZVPD).

Atoms and positions in Å:
C -0.430 0.419 -0.469
C 1.153 -1.567 0.682
N -1.170 0.781 0.663
N -0.068 1.523 -1.215
O -0.750 -0.635 -1.097
H 0.961 -0.342 0.293
H -0.853 1.615 1.139
H -1.953 0.161 0.833
H -0.634 2.355 -1.131
H 0.152 1.300 -2.177
H 2.199 -1.845 0.564
H 0.564 -2.344 0.206
H 0.830 -1.421 1.710

The calculation puts the calculated total energy at -7229.992 eV. The value obtained for the HOMO-LUMO gap is 9.98 eV. The charge is 0. For the molecular weight, the calculation gives 76.10 g/mol. For the energy above the lowest of the compared OMol25 structures with the same formula, charge and spin, the calculation gives 53.87 kcal/mol.

---

No. 2
Entry from OMol25: 2 unconnected molecules or ions with the total composition C17H23NO6 (ωB97M-V/def2-TZVPD).

Atoms and positions in Å:
C 2.590 -2.056 -2.605
C 2.977 -1.816 -1.157
C 4.339 -2.453 -0.844
O 3.061 -0.408 -0.859
C 1.875 0.296 -0.841
O 1.930 1.504 -1.006
C 0.644 -0.452 -0.541
C -0.589 0.153 -0.557
C -1.837 -0.581 -0.770
C -1.838 -1.792 -1.504
C -3.019 -2.442 -1.845
C -4.256 -1.903 -1.459
C -4.289 -0.706 -0.720
C -3.099 -0.042 -0.404
C 0.820 -1.833 -0.030
O -0.017 -2.429 0.625
O 2.034 -2.435 -0.256
H 1.610 -1.627 -2.838
H 3.348 -1.615 -3.264
H 2.569 -3.137 -2.785
H 4.581 -2.312 0.217
H 4.291 -3.528 -1.064
H 5.123 -1.996 -1.461
H -0.629 1.215 -0.776
H -0.883 -2.180 -1.863
H -2.967 -3.358 -2.443
H -5.183 -2.404 -1.747
H -5.253 -0.273 -0.426
H -3.129 0.926 0.104
O -2.243 3.418 1.636
C -1.551 3.530 0.384
C -0.156 3.034 0.648
N -0.158 1.669 1.208
C 1.006 1.443 2.067
C 0.672 0.698 3.337
O -0.309 1.460 4.021
H -3.033 3.967 1.593
H -2.054 2.907 -0.370
H -1.484 4.579 0.059
H 0.445 3.010 -0.262
H 0.346 3.699 1.365
H -1.038 1.494 1.709
H 1.763 0.900 1.488
H 1.450 2.424 2.300
H 0.291 -0.300 3.090
H 1.602 0.635 3.919
H -0.353 1.118 4.929

The calculation puts the calculated total energy at -31776.112 eV. The value obtained for the HOMO-LUMO gap is 8.03 eV. The charge is 0. For the molecular weight, the calculation gives 337.37 g/mol. For the energy above the lowest of the compared OMol25 structures with the same formula, charge and spin, the calculation gives 35.28 kcal/mol.

---

No. 3
Entry from OMol25: 2 unconnected molecules or ions with the total composition C7H8N2O (ωB97M-V/def2-TZVPD).

Atoms and positions in Å:
C 2.810 0.997 4.191
C 2.159 1.104 2.892
C 1.564 1.071 1.832
C 0.877 0.797 0.663
C 0.244 0.332 -0.264
C -0.709 -0.271 -1.216
N -1.647 0.704 -1.716
C 0.029 -1.007 -2.295
N 0.422 -1.882 -2.960
H 3.305 0.022 4.299
H 3.565 1.788 4.308
H 2.070 1.099 4.997
H -1.278 -1.039 -0.665
H -1.229 1.389 -2.336
H -2.441 0.331 -2.224
O -3.146 -1.518 -3.404
H -4.040 -1.654 -3.077
H -2.554 -2.260 -3.024

The calculation puts the calculated total energy at -12412.168 eV. The value obtained for the HOMO-LUMO gap is 9.70 eV. The charge is 0. For the molecular weight, the calculation gives 136.15 g/mol. For the energy above the lowest of the compared OMol25 structures with the same formula, charge and spin, the calculation gives 97.56 kcal/mol.

---

No. 4
Entry from OMol25: 2 unconnected molecules or ions with the total composition C5H13N2 (ωB97M-V/def2-TZVPD).

Atoms and positions in Å:
C -3.388 0.484 0.597
C -2.911 -0.460 -0.216
C 2.812 0.682 -0.806
C 2.139 -0.129 0.279
C 0.708 -0.261 0.242
N 0.024 0.769 -0.212
N 0.026 -1.368 0.596
H -3.303 1.517 0.322
H -3.674 0.251 1.617
H -2.888 -1.520 -0.070
H 2.478 0.219 -1.709
H 2.618 1.729 -0.738
H 3.879 0.579 -0.559
H 2.162 0.468 1.208
H 2.631 -1.120 0.567
H -1.001 0.743 -0.416
H 0.566 1.651 -0.358
H -2.436 -0.353 -1.222
H 0.507 -2.334 0.675
H -0.951 -1.547 0.203

The calculation puts the calculated total energy at -8368.612 eV. The value obtained for the HOMO-LUMO gap is 10.90 eV. The charge is +1. For the molecular weight, the calculation gives 101.17 g/mol. For the energy above the lowest of the compared OMol25 structures with the same formula, charge and spin, the calculation gives 50.69 kcal/mol.

---

No. 5
Entry from OMol25: 21 unconnected molecules or ions with the total composition C7H51N5O21 (ωB97M-V/def2-TZVPD).

Atoms and positions in Å:
O 1.358 3.462 0.262
N 1.201 0.819 -0.676
N 1.567 -0.281 -1.454
C 0.589 2.987 1.070
C 0.088 0.866 0.049
C 0.820 -1.400 -1.461
C -1.301 -2.449 -0.748
C -0.498 -1.329 -0.807
N 0.459 3.765 2.178
N -0.216 1.911 0.874
N -0.798 -0.187 -0.039
C 1.291 -2.784 -2.056
C -2.094 -0.143 0.607
H -0.955 -3.392 -1.164
H -2.267 -2.628 -0.238
H 1.392 4.091 2.411
H -0.030 3.280 2.900
H -1.015 1.768 1.535
H 0.638 -3.174 -2.862
H 1.420 -3.507 -1.240
H 2.297 -2.594 -2.480
H -2.386 0.757 1.125
H -2.141 -0.917 1.378
H -3.016 -0.318 -0.027
O 3.074 0.588 1.919
H 2.986 1.010 1.003
H 3.038 1.325 2.611
O -5.650 1.139 0.241
H -5.473 0.532 1.031
H -5.615 0.580 -0.601
O -2.695 -0.270 -2.586
H -2.614 0.723 -2.759
H -2.015 -0.524 -1.881
O -4.435 -4.453 0.529
H -3.886 -4.912 -0.186
H -4.876 -5.167 1.095
O 3.151 -5.467 -0.494
H 3.110 -4.716 0.183
H 2.256 -5.938 -0.497
O 0.102 1.432 -3.563
H 0.475 1.012 -2.721
H 0.321 0.825 -4.342
O -4.632 -0.238 2.546
H -4.584 -0.031 3.535
H -4.081 -1.069 2.371
O 4.691 -2.266 -1.265
H 5.577 -1.866 -0.984
H 4.162 -1.551 -1.747
O 4.570 -1.151 -4.098
H 3.835 -0.561 -4.467
H 5.369 -0.566 -3.890
O 0.886 1.312 4.900
H 0.471 0.464 4.536
H 1.093 1.167 5.879
O -0.449 5.118 -1.682
H -0.723 5.097 -0.708
H 0.359 5.719 -1.770
O -3.020 -5.764 -1.585
H -2.291 -6.050 -0.945
H -2.609 -5.657 -2.503
O -3.349 -2.699 2.358
H -3.737 -3.045 3.226
H -3.692 -3.281 1.605
O 3.318 2.552 4.295
H 2.393 2.244 4.565
H 3.970 2.253 5.008
O 4.059 1.158 -0.911
H 3.247 0.619 -1.183
H 3.982 2.076 -1.330
O -1.873 2.480 3.286
H -2.264 3.414 3.283
H -1.445 2.320 4.188
O 1.858 5.966 3.340
H 2.613 5.849 4.003
H 2.256 6.267 2.459
O -3.589 2.753 -0.434
H -3.184 2.649 -1.356
H -4.553 2.449 -0.477
O 1.941 -4.599 -5.412
H 2.144 -5.439 -4.886
H 2.815 -4.120 -5.589
O 2.393 3.576 -2.249
H 2.041 3.446 -1.309
H 2.373 2.680 -2.719

The calculation puts the calculated total energy at -58531.994 eV. The value obtained for the HOMO-LUMO gap is 7.49 eV. The charge is 0. For the molecular weight, the calculation gives 541.50 g/mol.

---

No. 6
Entry from OMol25: C4H6N2O in the gas phase (ωB97M-V/def2-TZVPD).

Atoms and positions in Å:
N -1.894 0.528 -0.067
C -0.484 0.328 -0.103
C -0.001 -0.951 -0.065
O -0.705 -2.102 -0.098
N 1.351 -0.918 0.062
C 1.759 0.407 0.082
C 0.647 1.200 -0.016
H -2.202 1.308 -0.636
H -2.184 0.705 0.891
H -1.612 -1.794 -0.281
H 1.943 -1.728 0.140
H 2.805 0.663 0.152
H 0.634 2.283 -0.029

The calculation puts the calculated total energy at -9272.599 eV. The value obtained for the HOMO-LUMO gap is 8.49 eV. The charge is 0. For the molecular weight, the calculation gives 98.10 g/mol. For the energy above the lowest of the compared OMol25 structures with the same formula, charge and spin, the calculation gives 20.83 kcal/mol.